Record 1
14
Properties=species:S:1:pos:R:3:nbo_charge:R:1 method="wB97M-V/def2-TZVPD" smiles="CC=C=NC(C)=O" spin_multiplicity=1 total_energy_ha=-324.67234 relative_energy_kcal_mol=32.7 gap_ha=0.36180
C -2.592 -0.756 0.172 -0.61
C -1.543 -0.096 -0.690 -0.40
C -0.556 0.595 -0.178 0.43
N 0.380 1.208 0.334 -0.49
C 1.511 0.434 0.757 0.70
C 2.624 0.383 -0.265 -0.72
O 1.554 -0.050 1.848 -0.53
H -2.371 -0.609 1.233 0.22
H -3.587 -0.347 -0.037 0.22
H -2.620 -1.836 -0.018 0.22
H -1.576 -0.204 -1.771 0.24
H 3.351 -0.363 0.055 0.24
H 3.096 1.369 -0.324 0.25
H 2.228 0.136 -1.255 0.23



Record 2
14
Properties=species:S:1:pos:R:3:nbo_charge:R:1 method="wB97M-V/def2-TZVPD" spin_multiplicity=1 total_energy_ha=-324.56382 relative_energy_kcal_mol=100.8 gap_ha=0.33711
N -2.271 -0.216 0.513 -0.80
C -0.980 -0.300 0.437 0.62
O -0.108 -1.070 1.057 -0.47
C 1.202 -0.434 0.866 -0.06
C 0.994 0.691 -0.145 -0.27
C 0.455 0.241 -1.459 -0.42
C -0.508 0.769 -0.413 -0.46
H -2.875 -0.853 1.020 0.40
H 1.890 -1.220 0.540 0.19
H 1.511 -0.064 1.848 0.19
H 1.632 1.566 -0.055 0.23
H 0.499 -0.825 -1.691 0.20
H 0.610 0.885 -2.321 0.22
H -2.050 0.831 -0.194 0.43



Record 3
14
Properties=species:S:1:pos:R:3:nbo_charge:R:1 method="wB97M-V/def2-TZVPD" smiles="[H]/N=C/[C@@]1(C)CC1=O" spin_multiplicity=1 total_energy_ha=-324.64336 relative_energy_kcal_mol=50.9 gap_ha=0.36493
H -1.726 -2.282 -1.219 0.35
N -1.495 -1.314 -1.000 -0.63
C -0.380 -1.241 -0.394 0.15
C 0.140 0.057 0.122 -0.25
C 1.644 0.184 0.264 -0.59
C -0.699 1.306 -0.279 -0.53
C -0.853 0.706 1.040 0.65
O -1.415 0.663 2.095 -0.47
H 0.243 -2.114 -0.152 0.16
H 2.109 0.263 -0.727 0.22
H 2.074 -0.687 0.770 0.22
H 1.928 1.073 0.836 0.22
H -0.155 2.249 -0.315 0.24
H -1.467 1.159 -1.036 0.27